{
  "formula": "C23H53BrGaN6O9",
  "method": "ωB97M-V with the def2-TZVPD basis set",
  "total_charge": -1,
  "lumo_ha": 0.0560,
  "e_above_lowest_kcal_mol": 5.75,
  "orbital_gap_ev": 6.7472,
  "e_tot_ha": -6412.69932,
  "multiplicity": 1,
  "elements": ["C", "C", "C", "C", "Ga", "Br", "O", "C", "C", "O", "C", "C", "O", "N", "O", "H", "H", "H", "H", "H", "H", "H", "H", "H", "H", "H", "H", "H", "H", "H", "H", "H", "H", "C", "O", "N", "C", "C", "H", "H", "H", "H", "H", "H", "H", "C", "O", "N", "C", "C", "H", "H", "H", "H", "H", "H", "H", "C", "O", "N", "C", "C", "H", "H", "H", "H", "H", "H", "H", "C", "O", "N", "C", "C", "H", "H", "H", "H", "H", "H", "H", "C", "O", "N", "C", "C", "H", "H", "H", "H", "H", "H", "H"],
  "xyz": [[-2.8148, 1.2939, -0.8325], [-3.8610, 1.2194, 0.2806], [-5.2998, 1.0782, -0.2762], [-6.1943, 0.1605, 0.5872], [-6.6304, -1.6002, -0.2549], [-6.8509, -1.3178, -2.6444], [-5.4470, -2.9603, 0.1666], [-4.2550, -2.9256, -0.5839], [-3.0551, -3.2959, 0.3031], [-2.1383, -2.1981, 0.3922], [-0.8474, -2.4379, -0.1209], [0.1068, -1.4373, 0.5312], [-8.3291, -2.1427, 0.4909], [-9.2744, -2.3823, -0.4366], [-10.1563, -1.5776, -0.4491], [-2.6430, 0.2981, -1.2522], [-1.8858, 1.7121, -0.4509], [-3.1982, 1.9016, -1.6510], [-3.6514, 0.3901, 0.9592], [-3.8074, 2.1417, 0.8666], [-5.2342, 0.7268, -1.3085], [-5.7270, 2.0851, -0.3292], [-5.7572, 0.0161, 1.5774], [-7.1512, 0.6647, 0.7516], [-4.2982, -3.6176, -1.4369], [-4.0497, -1.9193, -0.9726], [-3.4496, -3.4486, 1.3096], [-2.5532, -4.1998, -0.0464], [-0.5179, -3.4593, 0.0996], [-0.8403, -2.2747, -1.2079], [-0.1556, -1.4084, 1.5892], [-0.1267, -0.4517, 0.1251], [1.1511, -1.7006, 0.3937], [-2.2252, 5.2723, -1.5711], [-2.4565, 4.1921, -1.0748], [-3.1459, 6.0167, -2.2226], [-2.8315, 7.3016, -2.8048], [-4.4973, 5.4893, -2.3333], [-1.2270, 5.7459, -1.5355], [-3.4486, 8.0844, -2.3568], [-3.0132, 7.2868, -3.8823], [-1.7839, 7.5400, -2.6304], [-4.9194, 5.3239, -1.3417], [-4.4875, 4.5326, -2.8558], [-5.1176, 6.1959, -2.8798], [3.6762, 0.3886, 2.1962], [2.8353, -0.4955, 2.1053], [3.6067, 1.5453, 1.5126], [4.6163, 2.5877, 1.6255], [2.4719, 1.7495, 0.6289], [4.5619, 0.2955, 2.8457], [4.1503, 3.5077, 1.9898], [5.0564, 2.7760, 0.6548], [5.3954, 2.2841, 2.3172], [1.5380, 1.7007, 1.1902], [2.4401, 0.9708, -0.1347], [2.5577, 2.7233, 0.1517], [7.1452, -0.1665, 4.3973], [6.5346, 0.4858, 3.5715], [7.7374, -1.3461, 4.1386], [8.4508, -2.0920, 5.1539], [7.6462, -1.8823, 2.7898], [7.2571, 0.1598, 5.4446], [9.4940, -2.2290, 4.8607], [7.9931, -3.0732, 5.2942], [8.4202, -1.5534, 6.0987], [8.0923, -1.1857, 2.0788], [6.6019, -2.0264, 2.5119], [8.1690, -2.8343, 2.7432], [7.7272, 4.1064, -0.3219], [7.0402, 3.7893, 0.6281], [8.7432, 3.3606, -0.8003], [9.5364, 3.7717, -1.9391], [9.0388, 2.1002, -0.1390], [7.5700, 5.0429, -0.8839], [9.4587, 3.0354, -2.7418], [10.5862, 3.8715, -1.6545], [9.1817, 4.7313, -2.3097], [8.1680, 1.4445, -0.1723], [9.2876, 2.2744, 0.9084], [9.8765, 1.6184, -0.6377], [-4.7708, -7.1927, -2.0411], [-3.9782, -6.9045, -1.1649], [-6.0643, -6.8291, -2.0719], [-6.9401, -7.2237, -3.1524], [-6.6069, -6.0109, -0.9920], [-4.4799, -7.8056, -2.9149], [-7.3379, -6.3407, -3.6568], [-7.7758, -7.8131, -2.7668], [-6.3912, -7.8246, -3.8761], [-6.0695, -5.0642, -0.9306], [-6.4929, -6.5306, -0.0403], [-7.6593, -5.8110, -1.1757]],
  "forces_ev_per_angstrom": [[-0.4, -0.5, 0.1], [-0.3, 0.1, -0.3], [0.5, -0.1, 0.4], [-0.3, 0.3, -0.5], [0.2, 0.2, 0.6], [0.0, -0.2, 0.1], [-0.2, 0.0, -0.5], [0.2, -0.2, 0.3], [-0.2, 0.6, 0.0], [0.1, -0.4, 0.1], [0.3, 0.4, 0.1], [-1.0, -0.2, -0.1], [-0.3, 0.1, -0.5], [0.1, 0.0, 0.1], [0.1, -0.2, 0.2], [0.1, 0.0, 0.1], [0.1, 0.0, -0.2], [0.2, 0.2, 0.1], [0.1, 0.0, -0.1], [0.0, -0.1, 0.1], [-0.1, -0.1, 0.0], [-0.1, 0.0, -0.1], [0.0, -0.1, 0.0], [-0.1, -0.2, 0.0], [-0.1, 0.1, -0.1], [0.1, 0.0, -0.1], [0.0, -0.2, 0.0], [0.1, 0.0, 0.0], [-0.1, -0.1, -0.1], [0.0, -0.3, -0.1], [0.4, 0.0, 0.1], [0.3, 0.1, 0.0], [0.1, 0.1, 0.0], [0.0, 0.0, 0.0], [0.1, 0.2, 0.1], [0.0, 0.1, -0.1], [-0.2, -0.1, 0.0], [0.1, -0.1, 0.1], [0.0, 0.0, 0.0], [0.0, 0.1, 0.0], [0.0, 0.1, 0.0], [0.0, 0.0, 0.0], [0.0, 0.0, 0.0], [-0.1, 0.0, 0.0], [0.0, 0.0, 0.0], [-0.1, -0.2, 0.1], [0.1, 0.0, 0.0], [0.1, 0.1, 0.1], [-0.6, -0.2, 0.0], [0.0, -0.1, 0.1], [-0.2, 0.2, -0.2], [0.1, 0.1, 0.0], [0.1, 0.1, 0.0], [0.0, -0.1, 0.0], [0.0, 0.0, -0.1], [-0.1, 0.0, 0.0], [0.0, 0.0, 0.0], [-0.1, 0.0, 0.0], [0.3, 0.0, 0.1], [0.1, -0.1, 0.1], [-0.1, 0.0, -0.2], [-0.1, 0.1, 0.0], [0.0, 0.0, 0.0], [0.0, 0.0, 0.1], [0.0, 0.0, 0.1], [0.0, 0.0, 0.0], [0.0, 0.0, 0.0], [0.0, 0.0, 0.0], [0.0, 0.0, 0.0], [-0.1, 0.0, 0.0], [0.2, 0.2, -0.1], [0.1, 0.0, -0.1], [0.0, -0.2, 0.1], [-0.1, 0.1, 0.0], [0.0, 0.0, 0.0], [0.0, 0.0, 0.0], [0.0, 0.0, -0.1], [0.0, 0.0, 0.0], [0.0, 0.0, 0.0], [0.0, -0.1, 0.0], [0.0, 0.0, 0.0], [0.0, 0.0, 0.0], [0.0, 0.0, 0.0], [-0.1, -0.1, -0.1], [0.0, 0.1, 0.1], [0.3, 0.1, 0.0], [0.0, 0.0, 0.0], [0.0, 0.0, 0.0], [0.0, 0.0, -0.1], [0.0, 0.0, 0.0], [-0.1, 0.0, 0.1], [0.0, 0.0, 0.0], [0.0, 0.0, -0.1]]
}

***

{
  "formula": "C23H53ClP2ScSi",
  "method": "ωB97M-V with the def2-TZVPD basis set",
  "total_charge": -1,
  "lumo_ha": [0.0868, 0.0869],
  "orbital_gap_ev": [3.7936, 3.3699],
  "e_tot_ha": -3101.09164,
  "multiplicity": 1,
  "elements": ["Sc", "Cl", "P", "C", "C", "C", "C", "H", "C", "H", "H", "H", "H", "H", "H", "H", "C", "C", "H", "H", "H", "H", "H", "H", "C", "H", "C", "H", "H", "H", "H", "H", "H", "H", "H", "P", "C", "C", "C", "C", "H", "C", "H", "H", "H", "H", "H", "H", "H", "C", "C", "H", "H", "H", "H", "H", "H", "C", "H", "C", "H", "H", "H", "H", "H", "H", "C", "Si", "C", "C", "C", "C", "H", "H", "H", "H", "H", "H", "H", "H", "H"],
  "xyz": [[1.2567, 0.4064, -2.1746], [3.1772, 1.3503, -1.3326], [-0.2300, 2.3213, -1.9093], [0.8330, 1.9518, -3.6884], [-2.0318, 2.4598, -2.2197], [0.3978, 3.9279, -1.2575], [1.1224, 0.5488, -4.3679], [1.7835, 2.4435, -3.4155], [0.0328, 2.8233, -4.6811], [-0.9684, 2.4073, -4.8503], [0.5524, 2.8197, -5.6500], [-0.0699, 3.8651, -4.3611], [2.1599, 0.1362, -4.1336], [1.1365, 0.6885, -5.4607], [0.3317, -0.2165, -4.1465], [1.4925, 3.8465, -1.3856], [0.1162, 4.0508, 0.2562], [-0.0880, 5.1475, -2.0496], [0.3852, 5.2227, -3.0348], [0.1847, 6.0629, -1.5058], [-1.1790, 5.1485, -2.1777], [-0.0228, 3.0752, 0.7414], [-0.7728, 4.6634, 0.4546], [0.9645, 4.5396, 0.7546], [-2.5974, 1.1646, -2.8054], [-2.1694, 3.2957, -2.9256], [-2.7123, 2.7820, -0.8847], [-2.1356, 0.8879, -3.7590], [-3.6731, 1.2858, -2.9927], [-2.4637, 0.3459, -2.0819], [-2.4184, 2.0287, -0.1370], [-3.8064, 2.7346, -0.9893], [-2.4675, 3.7803, -0.5030], [-0.4103, -0.8368, -1.5748], [0.3955, 0.1472, -0.1270], [2.2033, -1.9682, 1.6687], [3.6446, -1.3626, 2.5979], [0.8502, -2.6809, 2.6691], [2.8171, -3.1325, 0.3892], [3.4950, 0.1425, 2.9036], [4.4825, -1.4793, 1.8864], [3.9264, -2.2140, 3.8269], [3.1043, -2.1864, 4.5512], [4.8281, -1.8290, 4.3155], [4.1140, -3.2594, 3.5646], [3.3637, 0.7206, 1.9782], [4.4043, 0.5041, 3.4031], [2.6374, 0.3434, 3.5615], [3.6722, -2.5815, -0.0467], [1.8078, -3.4072, -0.7459], [3.3487, -4.4094, 1.0530], [4.2828, -4.2209, 1.6001], [3.5614, -5.1545, 0.2744], [2.6178, -4.8448, 1.7533], [1.0577, -2.6052, -0.8612], [1.2811, -4.3612, -0.5921], [2.3532, -3.4813, -1.6985], [0.2367, -1.5774, 3.5423], [1.3542, -3.4459, 3.2887], [-0.2300, -3.3163, 1.7881], [0.9647, -1.1351, 4.2350], [-0.5922, -1.9903, 4.1339], [-0.1732, -0.7680, 2.9144], [-0.7008, -2.5510, 1.1454], [-1.0113, -3.7425, 2.4307], [0.1503, -4.1200, 1.1501], [-4.3666, -1.4277, -0.2182], [-3.2417, -0.6536, 1.0811], [-4.1532, 0.8761, 1.7288], [-3.2691, -1.8067, 2.5796], [-1.6359, -0.4507, 0.1773], [-0.5174, -0.3694, -0.5353], [-5.3650, -1.6013, 0.2087], [-3.9382, -2.3859, -0.5412], [-4.4561, -0.7736, -1.0953], [-5.1452, 0.5441, 2.0768], [-3.6457, 1.3420, 2.5853], [-4.3159, 1.6539, 0.9713], [-2.9821, -2.8334, 2.3137], [-2.6228, -1.4668, 3.4003], [-4.3030, -1.8391, 2.9624]],
  "forces_ev_per_angstrom": [[-1.2, -1.7, 2.4], [1.4, 0.4, 0.5], [-0.3, -1.6, 0.7], [0.6, 1.5, -1.2], [-0.1, 0.7, 0.0], [0.3, 0.3, -1.0], [0.3, 1.0, -1.2], [0.0, 0.0, -0.7], [0.4, -0.4, -0.3], [0.1, 0.1, 0.1], [-0.1, 0.1, 0.0], [0.0, -0.3, 0.0], [-1.0, 0.3, -0.1], [-0.1, -0.3, 0.4], [0.3, 0.2, 0.0], [-0.4, -0.1, 0.1], [0.1, 0.0, 0.2], [0.2, 0.5, 0.4], [-0.1, -0.1, 0.2], [-0.1, 0.0, -0.1], [0.2, 0.0, 0.0], [0.0, 0.2, -0.2], [0.1, -0.2, -0.1], [-0.1, 0.0, -0.1], [-0.1, -0.1, 0.1], [-0.3, -0.2, 0.1], [-0.3, -0.1, 0.1], [0.1, 0.0, 0.2], [0.1, 0.0, 0.1], [0.0, 0.2, -0.2], [0.0, 0.3, -0.2], [0.1, 0.0, 0.0], [0.0, -0.2, -0.1], [0.2, 0.0, 0.0], [0.1, -0.3, -0.4], [-1.6, 2.8, -2.7], [0.1, -0.5, 0.3], [0.9, -0.7, 0.7], [0.4, -0.4, 0.7], [0.2, -0.1, 0.0], [-0.3, 0.0, 0.2], [0.6, 0.2, 0.4], [0.1, 0.0, -0.1], [0.0, -0.1, 0.3], [-0.1, 0.1, 0.0], [0.0, -0.3, 0.2], [-0.1, 0.0, 0.0], [0.2, -0.1, -0.2], [-0.4, -0.1, 0.2], [0.1, 0.0, -0.1], [0.2, -0.4, -0.5], [-0.2, 0.0, -0.1], [0.1, -0.1, 0.2], [0.2, 0.1, -0.3], [0.3, -0.3, 0.1], [0.1, 0.3, 0.0], [-0.2, 0.0, 0.2], [0.0, 0.1, 0.0], [-0.7, 0.0, 0.3], [-0.1, 0.1, -0.1], [-0.1, -0.1, -0.1], [0.2, 0.0, -0.1], [0.2, -0.3, 0.1], [0.3, -0.3, 0.2], [0.2, 0.1, -0.1], [0.0, 0.1, 0.2], [-0.7, -0.1, 0.4], [1.7, 0.1, -1.6], [-0.1, 0.3, 0.0], [0.0, -0.3, 0.1], [0.1, 0.0, 0.5], [-1.6, 0.0, 1.5], [-0.1, -0.1, -0.3], [-0.1, 0.2, 0.1], [0.0, -0.1, 0.2], [0.2, 0.1, -0.1], [0.0, -0.1, -0.2], [0.0, -0.2, 0.2], [-0.1, 0.3, 0.1], [-0.1, -0.1, -0.3], [0.2, 0.0, -0.1]]
}